Entry 1:
Molecular formula: C25H45CrF3P2
Method: DFT, the ωB97M-V functional and the def2-TZVPD basis

## Properties
total charge	+1
2S+1	4
<S²>	3.810
relative energy (zero: lowest compared OMol25 entry of this formula, charge and spin)	108.1	kcal per mole
maximum force	5.6	eV/A
frontier orbital gap (spin up / spin down)	0.282 / 0.161	Ha

Each line ends with the Mulliken spin population.
Geometry (Å):
Cr -0.38108 0.96629 -1.48111  1.310
C 3.06646 -0.86066 0.82289  0.335
C 3.72972 0.18149 0.12150  0.340
C 2.17479 1.14109 1.51410  0.362
C 2.13717 -0.26475 1.71707  0.327
C 3.17436 1.41942 0.54185  0.290
C 3.32950 -2.30674 0.68665  0.011
H 3.72702 -2.54114 -0.30951  0.001
H 2.41032 -2.88917 0.83748  0.009
H 4.06465 -2.65576 1.42859  0.028
C 1.34176 -0.98094 2.73023  0.018
H 0.99068 -1.94921 2.35161  0.008
H 0.47136 -0.39232 3.04127  -0.001
H 1.93994 -1.18444 3.63344  0.034
C 1.35221 2.14274 2.21703  0.032
H 1.80451 2.44932 3.17305  0.030
H 0.35420 1.74503 2.42740  0.006
H 1.22303 3.04200 1.60193  0.001
C 3.58303 2.75245 0.05914  0.043
H 4.66143 2.91295 0.20901  0.018
H 3.04718 3.54148 0.59798  -0.003
H 3.38046 2.87631 -1.01576  0.022
C 4.85227 0.00270 -0.82124  0.032
H 5.79314 -0.20818 -0.28665  0.024
H 5.01464 0.90817 -1.41968  0.001
H 4.67374 -0.84124 -1.50327  0.006
C -1.13956 -0.54446 -2.41974  -0.115
C 0.20437 -0.81897 -1.88308  -0.028
C 1.44652 -0.83241 -2.73934  0.073
C 2.01791 0.59850 -2.99735  0.013
C 1.07790 1.68791 -2.52845  -0.062
C -0.20760 1.89019 -3.19612  -0.131
C -0.65220 1.01561 -4.36520  0.000
C -1.38504 -0.27384 -3.88406  0.007
H 1.27573 -1.35349 -3.69687  0.000
H 2.26820 0.70485 -4.06717  -0.003
H 2.21694 -1.42281 -2.21847  -0.016
H -1.10778 -1.13812 -4.50893  -0.004
H -1.98204 -1.04735 -1.92639  -0.001
H 0.26069 -1.49205 -1.01449  -0.047
H -2.46828 -0.14061 -4.04167  0.002
H -1.33950 1.58356 -5.01233  -0.005
H -0.51667 2.93633 -3.33217  0.005
H 0.19443 0.74340 -5.01706  0.002
H 2.97800 0.69599 -2.46752  -0.018
H 1.58103 2.58315 -2.13688  0.019
P -1.18317 -3.89466 -0.62737  -0.001
C -1.30952 -4.78057 0.97003  0.001
H -1.58274 -5.83076 0.80120  0.000
H -2.05661 -4.27669 1.59896  0.000
H -0.32931 -4.72243 1.46427  0.000
C -2.97329 -3.67738 -0.98567  0.000
H -3.42972 -4.65469 -1.18964  0.000
H -3.09518 -3.02486 -1.86006  -0.001
H -3.45928 -3.20094 -0.12339  0.000
C -0.79812 -5.25970 -1.78118  0.000
H -0.70581 -4.83574 -2.79152  0.000
H -1.59814 -6.01047 -1.75065  0.000
H 0.16732 -5.69703 -1.49246  0.000
P -1.97400 3.43327 -0.96512  0.006
C -0.98582 4.93730 -1.22229  0.000
H -1.48243 5.57643 -1.96303  0.000
H 0.01311 4.65214 -1.58402  0.000
H -0.88371 5.45250 -0.25794  0.000
C -3.15733 3.35073 -2.34829  -0.003
H -2.62521 3.32703 -3.30766  0.000
H -3.81935 4.22295 -2.28567  0.000
H -3.73607 2.42038 -2.25684  0.000
C -2.98892 3.75659 0.48978  -0.002
H -3.73913 4.51184 0.22321  0.000
H -2.33821 4.11452 1.29847  0.000
H -3.47591 2.82416 0.80517  0.000
F -1.57032 1.26718 1.32904  -0.001
C -1.58633 0.42468 0.22012  0.018
F -1.24226 -0.81636 0.76610  0.004
F -2.94496 0.28653 -0.09582  0.006

***

Entry 2:
Molecular formula: C25H45F15N10O15
Method: DFT, the ωB97M-V functional and the def2-TZVPD basis

## Properties
maximum force	8.0	eV/A
frontier orbital gap	0.304	Ha

Each line ends with the Löwdin charge.
Geometry (Å):
C 4.83017 2.36496 3.05054  -0.045
C 5.11878 1.10266 2.17158  -0.159
O 4.90106 1.39319 0.77024  0.035
C 3.69545 1.21857 0.24177  -0.283
O 2.59862 1.11239 0.86419  0.072
C 3.76098 1.22221 -1.33241  -0.555
F 3.23445 0.08699 -1.76260  0.165
F 2.99385 2.21162 -1.77132  0.168
F 4.98734 1.41702 -1.82425  0.182
H 3.79002 2.47747 3.35640  0.068
H 5.23264 3.27231 2.60017  0.082
H 5.37167 2.16560 3.97527  0.076
H 4.64550 0.20008 2.55819  0.091
H 6.19360 0.92617 2.21277  0.125
C -2.09288 2.17506 -2.93660  -0.065
C -0.71740 1.57868 -2.96006  -0.176
O -0.26184 1.84049 -4.34718  0.012
C 1.02178 1.55705 -4.74626  -0.275
O 1.86549 0.96934 -3.97460  0.089
C 1.43411 2.05459 -6.07971  -0.594
F 2.10264 3.06989 -5.80300  0.271
F 2.23719 1.15810 -6.72939  0.161
F 0.32047 2.35980 -6.84597  0.129
H -2.05223 3.25590 -3.07164  0.084
H -2.45539 1.97739 -1.92783  0.064
H -2.77201 1.81972 -3.71160  0.074
H -0.71752 0.53692 -2.63938  0.091
H -0.09632 1.97694 -2.15772  0.126
C -1.00038 3.62808 1.48414  -0.043
C -0.57435 4.61057 2.59943  -0.160
O -1.56079 4.35415 3.65209  -0.008
C -1.18514 3.97223 4.91626  -0.284
O -0.00065 3.64353 5.24057  0.097
C -2.29305 3.85391 5.95780  -0.571
F -1.93000 3.01807 6.91846  0.190
F -2.50106 5.07818 6.43548  0.174
F -3.50569 3.48673 5.49493  0.147
H -0.48600 3.87916 0.55651  0.082
H -2.03644 3.72214 1.15881  0.050
H -0.79070 2.67798 1.97549  0.071
H -0.81292 5.62900 2.29285  0.117
H 0.47009 4.64724 2.90912  0.124
C 2.70117 -0.44063 4.20850  -0.069
C 2.80963 -1.68560 3.40361  -0.173
O 1.42225 -2.16916 3.21995  0.005
C 0.79860 -2.74048 4.24090  -0.329
O 1.36300 -3.06268 5.32492  0.107
C -0.70042 -2.92358 4.03068  -0.604
F -1.14853 -2.39031 2.86940  0.144
F -1.06597 -4.12375 4.13476  0.257
F -1.33619 -2.28786 5.03084  0.152
H 2.20780 0.26897 3.54431  0.080
H 3.71037 -0.17701 4.52494  0.084
H 2.12821 -0.52466 5.13196  0.094
H 3.42104 -2.39881 3.95643  0.130
H 3.10717 -1.59220 2.35916  0.110
C -4.78400 2.84005 0.11797  -0.017
C -4.89543 1.27285 0.47060  -0.179
O -4.71875 0.98695 1.80514  0.070
C -3.55956 0.84019 2.34058  -0.340
O -2.47505 0.81164 1.75663  0.099
C -3.62636 0.58539 3.86274  -0.515
F -4.75968 1.04799 4.43762  0.159
F -3.69022 -0.70752 4.13207  0.184
F -2.50145 1.06031 4.43026  0.168
H -3.80473 3.28388 0.29730  0.044
H -5.52202 3.38448 0.70706  0.077
H -5.07818 2.99827 -0.91958  0.075
H -4.20859 0.72925 -0.17813  0.094
H -5.94064 1.02976 0.27941  0.128
N -4.64450 -1.16288 -2.36540  0.182
C -3.61881 -1.24869 -3.23080  -0.704
N -3.87571 -0.83815 -4.44816  0.192
O -2.51537 -1.64685 -2.93681  0.019
H -4.57719 -1.59495 -1.45497  0.117
H -5.55491 -0.76464 -2.54608  0.113
H -3.18172 -1.07924 -5.14123  0.125
H -4.85779 -0.96241 -4.64859  0.118
N -1.50137 -0.76594 -0.55151  0.198
C -0.26345 -1.00907 -0.38645  -0.763
N 0.24453 -0.31773 0.57801  0.213
O 0.38253 -1.66151 -1.20284  0.004
H -2.01277 -0.19348 0.10489  0.073
H -1.94308 -1.09386 -1.39852  0.052
H -0.28783 -0.06334 1.39776  0.101
H 1.25164 -0.24238 0.56621  0.074
N 0.43355 -4.95743 -0.31239  0.183
C 1.45474 -4.91148 0.40867  -0.812
N 2.04764 -3.76354 0.19085  0.170
O 1.89605 -5.83069 1.09104  0.016
H -0.04083 -5.84679 -0.37656  0.135
H 0.21324 -4.12670 -0.84292  0.091
H 1.62775 -3.16516 -0.50608  0.054
H 2.96508 -3.57225 0.56744  0.111
N 2.59922 -2.49945 -3.36992  0.184
C 3.66251 -3.24510 -3.64791  -0.723
N 4.48840 -3.21025 -2.63612  0.148
O 3.82850 -3.97122 -4.64088  0.010
H 1.73015 -2.59825 -3.87495  0.065
H 2.64734 -1.94407 -2.52770  0.060
H 5.32765 -3.77155 -2.60985  0.117
H 4.31182 -2.63137 -1.82752  0.088
N -0.26775 -1.88038 -4.85043  0.164
C -0.15807 -3.15843 -4.93204  -0.770
N -0.29193 -3.62852 -3.70702  0.165
O -0.04812 -3.83025 -5.97122  0.023
H -0.65736 -1.52594 -3.98865  0.066
H -0.61417 -1.37015 -5.65028  0.124
H -0.38834 -4.61926 -3.53597  0.128
H -0.62791 -2.91445 -3.07668  0.058